123
Properties=species:S:1:pos:R:3:forces:R:3:lowdin_charge:R:1 method="wB97M-V/def2-TZVPD" e_tot_ev=-196112.00161 charge=+1 orbital_gap_ev="2.65 / 2.66"
Ru -0.503181 -0.398228 1.825767 0.76 -0.27 0.98 0.96
C -4.565981 2.914072 0.816167 -0.20 -0.24 -0.04 -0.05
O -3.855781 4.106872 1.085067 0.27 0.43 -0.22 -0.13
C -3.306681 4.771572 0.002367 -0.12 0.02 0.01 -0.22
C -3.830381 6.028172 -0.279233 0.06 -0.04 0.03 0.01
C -3.320181 6.811072 -1.295433 -0.05 -0.02 0.06 -0.07
C -2.276881 6.325772 -2.067033 0.01 -0.07 -0.03 -0.07
C -1.745681 5.082072 -1.797033 -0.02 0.05 0.07 -0.01
C -2.222681 4.292672 -0.747533 -0.30 0.32 0.18 -0.15
N -1.606081 3.043472 -0.595733 0.33 -0.57 0.11 0.16
C -1.385681 2.246372 0.497667 0.04 1.14 0.15 -0.33
N -1.598081 2.801672 1.693267 -0.04 0.16 -0.43 0.17
C -1.397781 2.306172 2.978167 0.02 -0.36 0.05 -0.17
C -0.991381 1.002072 3.267967 0.66 0.04 -0.18 -0.17
C -0.777981 0.725572 4.626467 0.14 -0.05 0.34 -0.13
C -0.979681 1.663672 5.616667 -0.06 -0.21 -0.08 -0.08
C -1.419581 2.942372 5.306767 -0.08 0.29 -0.16 -0.01
C -1.622681 3.276672 3.984967 -0.08 -0.07 0.12 -0.21
O -2.017481 4.506372 3.534567 0.21 -0.61 -0.17 -0.10
C -2.460281 5.458372 4.475367 -0.11 0.31 0.21 -0.06
N -0.898081 1.030872 0.334867 0.03 -1.02 0.58 -0.01
C -0.725481 0.609172 -1.010733 -0.08 -0.01 -0.67 -0.30
C 0.544819 0.343772 -1.501633 -0.18 0.12 0.17 -0.07
C 0.742719 0.063672 -2.842533 0.07 0.06 -0.14 -0.08
C -0.332781 0.028872 -3.710333 0.13 -0.07 0.13 -0.06
C -1.616681 0.240372 -3.233133 -0.25 0.07 0.00 -0.03
C -1.825681 0.530172 -1.892733 -0.09 0.00 0.30 -0.26
O -3.045581 0.793072 -1.341733 0.42 -0.30 0.04 -0.14
C -4.152981 0.900972 -2.204633 -0.19 0.09 -0.19 -0.07
H -4.940081 2.574572 1.780867 -0.04 -0.04 -0.07 0.10
H -3.930481 2.139572 0.381467 -0.01 0.02 -0.01 0.06
H -5.405681 3.112172 0.144367 -0.01 0.01 0.02 0.10
H -4.654881 6.367972 0.329267 -0.06 0.03 0.07 0.13
H -3.734681 7.787872 -1.487033 -0.06 0.08 -0.02 0.11
H -1.871781 6.917472 -2.872633 0.04 0.04 -0.08 0.11
H -0.927481 4.705972 -2.396333 0.10 -0.03 -0.02 0.12
H -1.129881 2.728572 -1.433433 -0.14 -0.03 0.20 0.14
H -2.038681 3.719072 1.711667 0.16 -0.14 -0.16 0.13
H -0.422281 -0.244728 4.940567 0.05 -0.01 -0.04 0.08
H -0.788681 1.412272 6.649567 -0.01 -0.07 0.07 0.11
H -1.577481 3.659172 6.094767 -0.01 0.15 0.05 0.11
H -2.856581 6.288072 3.892367 0.04 -0.04 0.07 0.10
H -1.638481 5.818172 5.100767 -0.02 -0.05 -0.03 0.10
H -3.252581 5.051672 5.108967 0.03 -0.02 -0.02 0.10
H 1.376919 0.368072 -0.811533 0.24 0.03 -0.04 0.01
H 1.746019 -0.090428 -3.205433 0.20 -0.03 0.00 0.10
H -0.185481 -0.173028 -4.759733 0.03 -0.02 -0.11 0.12
H -2.449581 0.204372 -3.917433 -0.09 0.00 -0.04 0.11
H -4.991581 1.162972 -1.563733 -0.07 -0.01 -0.11 0.09
H -4.364281 -0.043628 -2.716233 0.01 0.06 0.00 0.09
H -3.991081 1.695572 -2.940133 -0.09 -0.07 -0.01 0.11
C 2.693519 1.752172 2.060067 0.04 0.20 -0.09 -0.09
C 2.728819 0.392572 2.645067 0.68 0.42 0.08 -0.69
N 1.714819 -0.411628 2.680467 -2.20 -0.22 -0.67 0.01
C 1.969919 -1.562328 3.383267 0.91 -0.23 0.36 -0.33
C 3.249219 -1.645828 3.857467 -0.36 0.28 -0.34 -0.30
S 4.136019 -0.235928 3.446967 -0.89 -0.09 -0.36 1.11
C 0.830219 -2.398328 3.707967 0.37 -0.64 0.61 -0.33
C 0.771319 -3.514328 4.492767 -0.28 0.21 -0.34 -0.30
S -0.860181 -3.976428 4.764667 0.07 0.72 -0.40 1.11
C -1.385481 -2.618928 3.828567 -0.11 -0.58 0.56 -0.64
N -0.403381 -1.927528 3.334067 -0.06 0.39 -0.35 -0.15
C -2.804881 -2.242728 3.653167 -0.12 0.20 -0.22 -0.06
H 1.779219 1.867472 1.472967 0.12 -0.02 0.01 0.07
H 3.567219 1.913372 1.430967 -0.01 -0.03 -0.08 0.06
H 2.701919 2.499672 2.855067 -0.07 0.01 0.06 0.09
H 3.705119 -2.439628 4.415867 0.01 -0.14 0.14 0.08
H 1.569019 -4.072728 4.937667 0.26 -0.06 0.04 0.08
H -3.301181 -2.180728 4.619567 -0.08 0.04 0.01 0.10
H -3.333281 -2.970928 3.040267 -0.10 -0.01 -0.03 0.06
H -2.835981 -1.260228 3.164767 -0.13 -0.24 0.20 0.06
S 6.583119 0.228172 -0.014333 0.06 -0.09 -0.53 0.12
P 5.089619 -0.379028 -1.173933 0.68 0.45 1.02 0.02
S 3.483719 -0.699428 -0.036533 -0.81 -0.17 -0.27 0.31
C 4.710019 0.866272 -2.454933 0.09 -0.49 0.25 -0.39
C 5.251719 0.768372 -3.729333 -0.09 0.02 0.11 -0.08
C 4.958419 1.740072 -4.668833 -0.03 0.09 -0.15 -0.08
C 4.139719 2.807572 -4.336733 0.00 0.01 -0.11 -0.09
C 3.626419 2.918672 -3.054833 0.00 0.03 0.01 -0.09
C 3.915519 1.950772 -2.110933 -0.12 0.05 -0.06 -0.12
C 5.410419 -1.935728 -2.063933 -0.10 0.36 0.25 -0.39
C 6.456019 -2.749528 -1.656933 0.03 0.00 -0.08 -0.09
C 6.594119 -4.009228 -2.214633 0.00 -0.12 -0.08 -0.08
C 5.695619 -4.447028 -3.173533 0.03 -0.18 0.05 -0.09
C 4.644419 -3.633828 -3.571033 -0.03 -0.03 -0.12 -0.10
C 4.498019 -2.378428 -3.014333 0.11 -0.04 -0.01 -0.12
H 5.895219 -0.064428 -3.975333 0.04 -0.03 -0.07 0.11
H 5.362219 1.668672 -5.666033 0.09 -0.02 -0.14 0.10
H 3.905719 3.555472 -5.078933 0.00 0.10 -0.08 0.10
H 3.004819 3.762672 -2.795433 -0.06 0.11 0.05 0.10
H 3.519119 2.030872 -1.107033 -0.01 -0.08 0.05 0.08
H 7.155519 -2.399228 -0.909833 -0.04 0.12 0.04 0.07
H 7.404719 -4.650228 -1.900633 0.07 -0.05 0.00 0.10
H 5.810319 -5.430428 -3.606333 0.01 -0.07 -0.06 0.10
H 3.950919 -3.979628 -4.323533 -0.08 -0.04 -0.09 0.10
H 3.684219 -1.733328 -3.317333 -0.09 0.03 -0.01 0.09
C 2.328819 -3.999028 -0.198533 -0.95 0.28 -0.03 -0.22
Si 0.582219 -3.884728 -0.944733 1.58 -1.73 -0.39 0.36
C -0.263481 -5.588228 -0.735133 -0.01 0.90 0.01 -0.22
C 0.646019 -3.392928 -2.792033 -0.44 0.40 0.87 -0.17
As -0.730181 -2.331128 0.322067 0.71 1.29 -0.50 1.04
Si -2.954981 -2.904528 -0.248333 -2.04 -0.16 -0.43 0.36
C -4.060781 -1.500728 0.458767 0.73 -0.32 -0.07 -0.21
C -3.158481 -3.020228 -2.149033 0.62 0.16 0.71 -0.19
C -3.587481 -4.559428 0.489867 0.82 0.52 -0.10 -0.20
H 2.996419 -4.566228 -0.841033 -0.03 -0.16 -0.26 0.03
H 2.316019 -4.474928 0.778867 -0.11 -0.16 0.16 0.02
H 2.761419 -3.010328 -0.076233 0.11 0.19 -0.06 -0.09
H 0.393919 -6.398628 -1.029333 0.28 -0.03 -0.10 0.04
H -1.165181 -5.662228 -1.331033 -0.27 -0.05 -0.15 0.01
H -0.535481 -5.744328 0.304967 -0.04 -0.10 0.21 0.02
H 1.154019 -4.149228 -3.382833 0.11 -0.34 0.20 0.04
H 1.185619 -2.459928 -2.915933 0.11 0.09 0.06 0.00
H -0.350381 -3.253628 -3.202233 -0.16 0.01 -0.12 0.01
H -3.433681 -0.702228 0.869267 -0.17 0.07 -0.05 -0.01
H -4.718381 -1.860328 1.243867 -0.02 -0.16 0.17 0.03
H -4.691081 -1.066328 -0.309433 -0.01 0.05 -0.21 0.02
H -2.704581 -2.166128 -2.644033 0.05 0.16 -0.09 0.00
H -4.202581 -3.067528 -2.441533 -0.26 0.00 0.19 0.04
H -2.669081 -3.911428 -2.529633 0.09 -0.19 -0.05 0.02
H -3.290581 -4.689128 1.527167 0.02 -0.05 0.18 0.01
H -3.196281 -5.404228 -0.064533 0.13 -0.17 -0.11 0.01
H -4.670781 -4.617028 0.446667 -0.20 0.26 -0.09 0.04

119
Properties=species:S:1:pos:R:3:forces:R:3:lowdin_charge:R:1 method="wB97M-V/def2-TZVPD" e_tot_ev=-105233.45344 charge=-2 relative_energy_kj_mol=217.45 orbital_gap_ev=4.96
Cs 0.137139 0.154692 0.299353 -3.44 1.49 -0.59 1.39
C -1.216349 3.276870 -0.256607 -0.17 0.02 -0.04 -0.17
C -2.685200 3.125263 -0.650462 -0.04 -0.15 -0.11 -0.58
C -3.582246 3.541866 0.516926 0.06 -0.09 -0.13 -0.14
P -2.997666 1.313546 -1.049658 -0.45 0.74 0.04 1.08
C -4.772559 1.434028 -1.703208 0.11 -0.15 0.01 -0.54
C -4.992012 2.420855 -2.846212 0.00 -0.01 0.13 -0.13
C -5.261471 0.042675 -2.109568 0.03 0.07 0.06 -0.13
C -2.106065 1.088450 -2.623981 0.04 -0.23 0.14 -0.32
C -1.589210 2.072369 -3.455151 -0.01 -0.12 -0.07 -0.08
C -0.906254 1.754975 -4.623870 0.05 0.16 -0.03 -0.30
C -0.292515 2.828024 -5.488382 0.02 -0.13 0.08 -0.07
C -0.753432 0.405324 -4.942660 -0.06 0.03 0.03 -0.06
C -1.249036 -0.594857 -4.132794 -0.09 -0.03 -0.09 -0.05
C -1.925784 -0.288136 -2.931035 0.04 0.10 -0.13 -0.36
N -2.321954 -1.173224 -1.990446 -0.02 -0.08 -0.01 -0.01
C -2.688863 -2.444649 -2.214057 -0.04 -0.12 -0.16 -0.34
C -3.308437 -2.931212 -3.395518 0.03 0.09 -0.04 -0.04
C -3.796025 -4.220257 -3.474368 0.03 -0.03 0.09 -0.08
C -3.693053 -5.112654 -2.407493 -0.09 -0.10 -0.05 -0.31
C -4.206767 -6.527962 -2.515323 0.12 0.09 0.03 -0.09
C -3.069038 -4.656153 -1.247510 -0.03 0.03 -0.06 -0.07
C -2.555803 -3.373972 -1.135251 0.22 0.22 -0.07 -0.30
P -1.645920 -2.667559 0.290315 -0.35 -1.09 0.56 1.05
C -0.512561 -4.074978 0.868435 -0.08 0.03 -0.13 -0.54
C -1.076654 -5.278881 1.622665 0.02 0.12 -0.01 -0.12
C 0.336603 -4.522422 -0.321312 0.00 0.05 0.09 -0.12
C -2.991171 -2.763827 1.592027 0.07 0.14 -0.08 -0.56
C -4.129401 -1.835680 1.166424 0.10 -0.06 0.01 -0.13
C -2.424752 -2.330436 2.942366 0.03 -0.10 -0.07 -0.13
H -0.977236 4.316768 -0.013681 0.01 -0.01 0.02 0.08
H -0.551842 2.947055 -1.054359 0.03 0.06 0.04 0.01
H -1.003562 2.670308 0.626376 -0.02 0.25 0.05 0.00
H -2.902358 3.770862 -1.508341 0.04 0.00 -0.01 0.08
H -3.425597 2.860608 1.357777 -0.05 0.04 0.04 0.06
H -4.638722 3.520489 0.241983 -0.03 0.02 0.06 0.05
H -3.335285 4.555266 0.848027 0.00 0.00 0.02 0.07
H -5.365855 1.760041 -0.841810 0.03 -0.02 0.05 0.08
H -4.364177 2.160145 -3.700234 0.00 0.02 -0.01 0.07
H -4.761268 3.445782 -2.548389 0.01 0.02 -0.05 0.06
H -6.039240 2.393454 -3.168338 0.00 0.01 -0.02 0.07
H -4.711719 -0.314473 -2.983112 -0.02 -0.03 0.02 0.07
H -6.328348 0.066512 -2.359116 0.00 0.02 -0.02 0.07
H -5.103927 -0.677076 -1.307177 0.00 -0.04 -0.05 0.05
H -1.712868 3.119537 -3.193879 0.00 0.01 0.01 0.10
H -0.727870 3.803865 -5.264936 0.01 0.02 -0.02 0.07
H -0.445825 2.619864 -6.550861 0.00 0.03 -0.01 0.06
H 0.786116 2.893372 -5.314800 -0.01 0.06 -0.03 0.06
H -0.205152 0.139098 -5.843046 0.00 -0.02 0.00 0.10
H -1.082493 -1.634972 -4.390416 0.01 0.02 -0.01 0.10
H -3.433681 -2.253080 -4.232397 0.02 -0.03 -0.01 0.10
H -4.282577 -4.545597 -4.391086 -0.01 0.00 0.00 0.09
H -4.866703 -6.633922 -3.378748 -0.03 -0.02 0.01 0.06
H -4.764398 -6.820675 -1.621872 -0.02 -0.02 -0.02 0.06
H -3.388066 -7.245639 -2.637613 -0.03 -0.03 0.00 0.07
H -2.980512 -5.340705 -0.410391 -0.02 0.02 0.01 0.09
H 0.156955 -3.544479 1.558271 -0.01 0.00 0.02 0.07
H -1.676290 -5.923322 0.978669 0.01 -0.02 0.01 0.05
H -1.689124 -4.975336 2.473139 -0.01 -0.09 -0.02 0.05
H -0.246888 -5.881868 2.008423 -0.02 -0.03 0.00 0.07
H -0.287549 -4.967243 -1.099151 -0.01 -0.02 -0.02 0.07
H 1.085318 -5.259591 -0.013970 0.00 0.02 0.00 0.06
H 0.861730 -3.665646 -0.743398 0.04 -0.04 -0.01 0.04
H -3.369358 -3.791271 1.653269 0.01 0.01 -0.03 0.09
H -3.742050 -0.828033 0.994565 -0.06 0.03 -0.01 0.04
H -4.904230 -1.783993 1.939117 0.00 -0.02 0.00 0.07
H -4.581384 -2.185450 0.236696 -0.03 0.02 0.02 0.06
H -2.046135 -1.310773 2.872347 0.01 0.03 0.06 0.02
H -1.601438 -2.972403 3.268281 -0.02 0.04 0.03 0.06
H -3.202823 -2.354872 3.713164 0.01 0.01 0.02 0.07
O 0.811403 0.523925 2.627116 1.23 0.61 2.07 -0.54
C 1.561019 1.538247 2.679792 0.25 0.27 0.75 -0.70
O 1.206666 2.727249 2.677865 -0.02 0.13 -0.14 -0.02
C 3.042547 1.237700 2.814828 -0.03 0.02 -0.11 -0.12
C 3.889851 2.271505 3.203744 0.08 -0.02 -0.01 -0.03
C 5.235804 2.036805 3.410220 0.00 0.03 0.02 -0.10
C 5.737551 0.753854 3.226692 0.07 -0.02 0.00 -0.09
C 4.897158 -0.272680 2.834284 -0.04 0.03 -0.03 -0.09
C 3.536671 -0.048519 2.604201 0.09 0.15 -0.13 -0.24
P 2.370221 -1.432463 2.162789 0.89 -0.85 0.76 1.13
C 3.555583 -2.612207 1.367250 0.00 -0.08 0.05 -0.37
C 3.302098 -3.980252 1.466087 0.03 0.08 0.05 -0.13
C 3.996389 -4.899067 0.692509 -0.01 -0.06 -0.01 -0.11
C 4.952723 -4.462688 -0.211734 0.03 -0.02 -0.01 -0.11
C 5.205609 -3.102383 -0.333831 0.03 -0.05 -0.03 -0.08
C 4.513064 -2.189457 0.443861 -0.04 -0.05 0.03 -0.11
C 2.434505 -2.070999 3.916924 -0.17 -0.09 0.02 -0.31
C 3.422094 -2.905783 4.440074 -0.02 0.04 0.05 -0.10
C 3.403506 -3.282392 5.775894 0.02 -0.02 0.04 -0.10
C 2.402167 -2.825459 6.620555 -0.01 0.01 0.03 -0.12
C 1.409868 -1.998650 6.112991 0.01 -0.02 0.06 -0.09
C 1.422690 -1.632512 4.775477 -0.08 -0.04 -0.10 -0.08
H 3.455384 3.253159 3.339091 -0.03 -0.01 -0.02 0.11
H 5.891065 2.842217 3.722448 0.01 0.00 -0.02 0.09
H 6.791038 0.552340 3.387338 -0.01 -0.01 0.02 0.09
H 5.306185 -1.265344 2.704535 0.01 -0.02 0.00 0.09
H 2.535822 -4.325264 2.153562 0.00 -0.05 -0.03 0.10
H 3.773495 -5.957192 0.775544 -0.01 0.01 0.03 0.09
H 5.482021 -5.176848 -0.832245 0.01 0.01 0.01 0.09
H 5.925352 -2.748827 -1.062256 -0.02 0.03 0.00 0.10
H 4.685343 -1.132816 0.293672 -0.01 0.02 -0.04 0.11
H 4.216344 -3.270653 3.802384 0.02 0.02 -0.02 0.09
H 4.179183 -3.934393 6.162734 0.01 0.01 -0.02 0.09
H 2.394774 -3.111190 7.666259 0.00 -0.02 -0.01 0.09
H 0.619293 -1.641601 6.762949 -0.01 0.01 -0.03 0.10
H 0.648900 -0.990284 4.372095 -0.01 0.01 0.05 0.09
O 2.351094 2.418418 -2.903699 -0.28 -0.10 0.22 0.05
C 1.675028 2.196603 -2.016600 0.60 1.31 -0.23 -0.01
N -1.349387 1.975342 3.697952 -0.22 -0.07 0.06 0.08
C -1.353333 1.048015 2.969366 -1.11 0.24 0.39 -0.06
H -0.786821 2.682578 4.126421 0.26 0.02 -0.17 0.06
C 1.783916 -2.288963 -2.878313 0.10 0.33 0.33 -0.12
S 2.116955 -0.866259 -1.831683 0.17 -0.64 -1.37 0.32
O 1.091275 0.120954 -2.177118 0.50 -0.93 -1.09 -0.60
O 3.474583 -0.450186 -2.113589 0.17 0.03 0.01 -0.33
O 1.908208 -1.341400 -0.467701 1.63 -1.45 -0.88 -0.73
H 2.058405 -2.039576 -3.900692 -0.03 0.04 0.00 0.06
H 0.721495 -2.515669 -2.801426 0.00 -0.03 -0.02 0.05
H 2.389614 -3.110136 -2.496650 0.00 -0.03 -0.07 0.06

Number 1: maximum force 2.37 eV/Å. Number 2: maximum force 3.80 eV/Å.